No. 1
{"formula": "C8H19N", "method": "wB97M-V/def2-TZVPD", "de_lowest_ev": 4.928, "homo_energy_ev": -7.034, "energy_ha": -370.7912, "gap_ev": 7.9, "symbols": ["C", "C", "C", "C", "C", "C", "C", "H", "H", "H", "H", "H", "H", "H", "H", "H", "H", "H", "H", "H", "H", "C", "N", "H", "H", "H", "H", "H"], "xyz": [[0.729, -0.234, 0.961], [1.465, -1.363, 0.255], [1.448, 1.092, 0.882], [0.420, -0.626, 2.397], [-2.001, 1.047, 0.584], [-1.152, -0.090, 0.073], [-1.739, -1.216, -0.371], [1.055, 1.688, 0.033], [-0.194, -1.532, 2.445], [1.813, -1.061, -0.737], [2.349, -1.695, 0.817], [0.830, -2.251, 0.142], [2.515, 0.985, 0.659], [1.343, 1.743, 1.755], [-0.097, 0.177, 2.930], [1.332, -0.833, 2.976], [-2.097, 1.021, 1.673], [-1.592, 2.026, 0.323], [-3.020, 0.985, 0.186], [-1.176, -2.068, -0.740], [-2.811, -1.280, -0.534], [-0.074, 1.023, -2.212], [0.303, -0.012, -3.090], [1.257, -0.323, -2.937], [-0.322, -0.809, -3.014], [-1.102, 1.332, -2.367], [0.571, 1.895, -2.272], [-0.053, 0.378, -0.819]]}

---

No. 2
{"formula": "C8H19N2", "method": "wB97M-V/def2-TZVPD", "de_lowest_ev": 0.838, "homo_energy_ev": -12.622, "energy_ha": -425.4545, "gap_ev": 8.7, "total_charge": 1, "symbols": ["C", "C", "C", "C", "C", "C", "C", "C", "N", "N", "H", "H", "H", "H", "H", "H", "H", "H", "H", "H", "H", "H", "H", "H", "H", "H", "H", "H", "H"], "xyz": [[0.134, -0.902, 0.146], [0.935, -0.264, -1.009], [-1.383, -0.671, 0.012], [2.205, 0.384, -0.514], [-1.757, 0.786, 0.093], [2.392, 1.691, -0.601], [3.228, -0.539, 0.068], [-1.121, 1.706, 1.036], [-2.678, 1.157, -0.724], [-2.000, -1.220, -1.192], [0.315, -1.976, 0.180], [0.466, -0.489, 1.100], [1.200, -1.029, -1.744], [0.328, 0.491, -1.516], [-1.867, -1.130, 0.891], [-1.659, -2.291, 2.553], [1.673, 2.355, -1.054], [3.301, 2.149, -0.255], [4.066, 0.021, 0.472], [3.604, -1.212, -0.702], [2.803, -1.152, 0.861], [-0.094, 1.895, 0.707], [-1.043, 1.266, 2.029], [-1.648, 2.655, 1.097], [-1.647, -2.760, 3.178], [-2.999, 0.400, -1.351], [-1.333, -1.260, -1.954], [-3.062, 2.094, -0.755], [-2.360, -2.154, -1.050]]}